No. 1
{
  "formula": "C2H4IN3S",
  "method": "ωB97M-V/def2-TZVPD",
  "total_energy_ev": -25538.957,
  "lumo_ev": [-0.02, -0.15],
  "orbital_gap_ev": [7.15, 7.26],
  "molar_mass_g_mol": 229.05,
  "charge": 0,
  "largest_force_ev_per_a": 2.9,
  "species": ["C", "C", "N", "N", "N", "S", "I", "H", "H", "H", "H"],
  "positions_angstrom": [[2.2338, 0.6620, -0.0201], [-0.7089, -1.1334, -1.4466], [-1.6460, 0.5014, 2.2273], [1.2378, -0.0914, 0.1702], [-1.0032, 0.9168, 1.3198], [-0.2121, 0.3454, -0.6378], [-2.2750, -0.8822, -2.8777], [3.2321, 0.4104, 0.2344], [2.0883, 1.6836, -0.3333], [-0.8132, -2.0586, -0.8497], [-2.1336, -0.3540, 2.2136]],
  "forces_ev_per_a": [[-1.368, 1.120, 0.329], [0.326, 0.996, 0.867], [1.096, 2.171, -0.245], [0.222, -1.578, -0.700], [0.050, 1.201, 2.047], [-1.154, -1.957, -1.857], [0.754, 0.045, 0.710], [0.692, -0.677, 0.667], [0.108, 0.410, -0.805], [0.224, 0.635, -0.394], [-0.950, -2.366, -0.620]],
  "mulliken_charge": [-0.12, -0.55, -0.38, -0.34, 0.11, 0.13, 0.03, 0.27, 0.24, 0.39, 0.23]
}

No. 2
{
  "formula": "C3H10O2S2",
  "method": "ωB97M-V/def2-TZVPD",
  "total_energy_ev": -29037.891,
  "lumo_ev": 0.37,
  "orbital_gap_ev": 9.41,
  "molar_mass_g_mol": 142.25,
  "charge": 0,
  "largest_force_ev_per_a": 2.2,
  "species": ["O", "C", "C", "C", "S", "S", "H", "H", "H", "H", "H", "H", "H", "H", "O", "H", "H"],
  "positions_angstrom": [[-1.1995, -0.7057, -1.8038], [-1.1584, 0.5365, -1.1869], [-0.8002, 0.4751, 0.2990], [0.6643, 0.7776, 0.6190], [1.0594, 1.2617, 2.3375], [-0.2261, 0.6009, 3.6784], [-0.3386, -1.1467, -1.9511], [-2.2547, 0.8590, -1.2870], [-0.5645, 1.3065, -1.7428], [-1.0125, -0.5503, 0.6286], [-1.4426, 1.0791, 0.8919], [1.0384, 1.5194, -0.0719], [1.3749, -0.0372, 0.4387], [0.2634, -0.6853, 3.7872], [1.2560, -1.7261, -1.7657], [1.8486, -2.4876, -1.7712], [1.4923, -1.0771, -1.0999]],
  "forces_ev_per_a": [[0.225, -0.943, -0.711], [-1.833, 1.054, -0.254], [0.928, -1.276, -0.141], [-0.155, -0.701, -0.057], [1.498, 1.403, -0.886], [-0.673, -1.555, 0.320], [-0.428, 0.499, 0.230], [1.516, -0.024, 0.334], [-0.155, -0.556, 0.351], [-0.102, 0.150, -0.083], [-0.466, 0.896, 0.412], [0.035, 0.948, 0.300], [-0.493, -0.439, 0.024], [-0.417, 0.693, 0.166], [0.003, -0.253, -0.511], [-0.001, 0.418, 0.314], [0.516, -0.315, 0.192]],
  "mulliken_charge": [-0.53, -0.57, -0.47, -0.63, -0.08, -0.21, 0.42, 0.25, 0.27, 0.30, 0.49, 0.40, 0.23, 0.16, -0.67, 0.30, 0.35]
}

No. 3
{
  "formula": "C32H25CdN5O9S3",
  "method": "ωB97M-V/def2-TZVPD",
  "total_energy_ev": -96542.777,
  "lumo_ev": 3.69,
  "orbital_gap_ev": 7.06,
  "molar_mass_g_mol": 832.19,
  "charge": -2,
  "largest_force_ev_per_a": 4.0,
  "species": ["Cd", "C", "C", "N", "C", "C", "N", "C", "O", "O", "C", "O", "O", "H", "H", "H", "H", "H", "N", "C", "C", "C", "C", "C", "C", "S", "O", "O", "O", "H", "H", "H", "H", "H", "H", "N", "C", "C", "C", "C", "C", "C", "C", "C", "C", "C", "C", "C", "C", "H", "H", "H", "H", "H", "H", "H", "H", "H", "H", "O", "S", "O", "N", "C", "S", "C", "C", "C", "C", "C", "C", "H", "H", "H", "H"],
  "positions_angstrom": [[-0.3961, -0.2808, -0.6230], [-2.0615, 3.0233, -1.7951], [-2.8740, 1.7669, -1.8195], [-2.3618, 0.6319, -1.3720], [-3.2761, -0.3827, -1.6465], [-4.3757, 0.1710, -2.2356], [-4.1034, 1.5677, -2.3131], [-5.6347, -0.3509, -2.8461], [-5.8750, -1.6311, -2.7959], [-6.3293, 0.4080, -3.4837], [-2.9810, -1.7551, -1.2955], [-3.8252, -2.6435, -1.4860], [-1.8507, -2.0208, -0.8614], [-2.6723, 3.8378, -1.4181], [-1.8039, 3.2734, -2.8109], [-1.2450, 2.7732, -1.1904], [-4.6573, 2.3990, -2.4709], [-5.1625, -2.1158, -2.3466], [-2.9717, -0.3027, 2.2046], [-3.5432, 0.9526, 1.7707], [-2.8107, 2.1909, 1.7981], [-3.2607, 3.3269, 1.1676], [-4.5398, 3.3425, 0.6127], [-5.2931, 2.1976, 0.7448], [-4.8285, 1.0326, 1.3162], [-5.1024, 4.6475, -0.4345], [-4.8140, 4.1827, -1.7780], [-4.3435, 5.8067, -0.0511], [-6.5352, 4.6834, -0.1833], [-1.9651, -0.2211, 1.9669], [-3.2128, -1.0156, 1.5209], [-1.7679, 2.0062, 1.9726], [-2.6251, 4.1831, 1.1461], [-6.3732, 2.2607, 0.2804], [-5.3765, 0.1334, 1.4323], [0.4056, -0.1173, 1.3059], [1.3963, -0.7829, 1.7069], [2.0983, -0.3073, 2.9409], [2.3853, -1.0840, 4.0531], [2.9667, -0.5359, 5.2254], [3.1677, 0.8306, 5.3208], [2.9229, 1.6036, 4.1923], [2.3527, 1.0818, 3.0338], [1.8563, -2.0217, 1.0692], [3.2069, -2.2630, 0.9237], [3.6263, -3.4440, 0.3002], [2.7326, -4.3938, -0.2696], [1.3454, -4.0921, -0.0948], [0.9436, -2.9055, 0.5507], [2.1478, -2.1735, 3.9160], [3.0935, -1.1335, 6.2236], [3.5409, 1.2744, 6.2198], [3.1571, 2.6585, 4.1456], [2.0023, 1.7731, 2.2305], [3.9993, -1.5126, 1.1730], [4.7014, -3.5555, 0.1305], [3.1797, -5.2082, -0.7432], [0.5247, -4.6812, -0.4651], [-0.0973, -2.7291, 0.7836], [4.6840, 2.2427, -1.2174], [4.3651, 0.9149, -0.7288], [4.7484, 0.6098, 0.5938], [2.7221, 0.5803, -0.9668], [2.5564, -0.3577, -1.8305], [1.0932, -0.9870, -2.4496], [3.8374, -0.9461, -2.3080], [3.8787, -2.0724, -3.1288], [5.1456, -2.6196, -3.3532], [6.3115, -1.9389, -2.9115], [6.2056, -0.7219, -2.1780], [4.9268, -0.2862, -1.8475], [2.9754, -2.5863, -3.3402], [5.3644, -3.4999, -3.9591], [7.2490, -2.4172, -3.1554], [7.1291, -0.2747, -1.7683]],
  "forces_ev_per_a": [[-0.512, -0.030, 0.111], [-2.187, -0.287, -0.555], [0.353, -0.553, 0.438], [-0.031, -0.904, -0.396], [-0.164, 2.278, -0.076], [-0.338, 1.612, 0.020], [0.875, -1.384, 0.168], [0.648, 1.081, -0.727], [-1.029, -0.293, -0.367], [-0.326, 0.062, 0.253], [-0.213, -1.711, -0.356], [-1.455, -0.184, -0.449], [1.712, 0.253, 0.906], [0.270, 0.096, 0.108], [0.438, 0.108, -0.362], [1.455, 0.158, 0.755], [-0.900, 0.050, -0.262], [1.113, -0.567, 0.938], [1.046, 1.132, -1.223], [1.102, 1.349, 0.459], [0.204, -2.744, -0.792], [-0.554, -0.269, 0.517], [0.767, -0.391, 0.306], [-3.264, 0.315, -1.461], [0.107, -0.084, 0.219], [-1.538, -0.437, 0.941], [0.377, -0.277, -1.292], [0.470, 0.798, 0.152], [0.026, 0.456, 0.032], [-0.273, 0.030, 0.895], [-0.655, -0.144, 0.165], [0.615, 0.647, 0.647], [0.251, 0.543, -0.248], [2.217, -0.310, 1.045], [-1.039, -0.592, -0.349], [-0.059, 0.586, 0.204], [-1.052, 0.438, 0.365], [0.218, 1.592, 0.538], [0.446, -1.305, -0.025], [-0.956, -1.196, 1.649], [0.225, -0.453, -0.994], [-0.339, 0.425, -0.852], [-0.304, -0.089, 0.054], [0.770, 0.263, 0.115], [1.558, -0.487, -0.501], [-0.131, -0.094, -0.818], [-1.271, 3.206, 2.122], [0.959, 0.462, -0.046], [0.175, -1.575, 0.132], [0.417, 1.029, 0.639], [-0.173, 0.770, -2.252], [0.216, 0.161, 0.374], [-0.050, 0.151, 0.433], [0.601, -0.867, 0.565], [-1.050, -0.725, 0.147], [-0.267, -0.175, 0.102], [0.048, -1.415, -0.826], [0.125, -0.527, -0.231], [-0.165, -0.064, -0.421], [-0.254, -0.782, 0.169], [-1.459, 1.924, -1.626], [0.546, -0.538, 1.626], [0.500, 1.034, 0.635], [0.216, -0.249, -0.133], [0.265, 0.233, -0.240], [-1.410, -1.089, -1.382], [1.877, -0.221, 1.040], [0.921, 1.019, -0.303], [-1.439, 0.762, 0.294], [0.914, -1.391, 0.070], [1.542, -0.690, -0.383], [-0.628, -0.236, -0.493], [-0.623, -0.008, 0.248], [0.273, 0.339, 0.162], [-0.748, -0.027, -0.318]],
  "mulliken_charge": [2.13, -1.40, -0.12, -0.26, 0.62, -0.01, 0.30, 0.39, -0.56, -0.64, 0.40, -0.95, -0.89, 0.22, 0.36, 0.24, 0.43, 0.48, -0.76, 0.08, -0.55, -0.59, 0.19, -0.36, -0.45, 1.29, -0.75, -0.71, -0.75, 0.16, 0.41, 0.45, 0.53, 0.25, 0.46, -1.10, 0.69, 0.00, 0.33, -0.69, -0.35, -0.76, -0.24, 0.47, -0.27, -0.51, -0.89, -0.66, -0.49, 0.33, 0.18, 0.41, 0.34, 0.30, 0.41, 0.34, 0.51, 0.43, 0.45, -0.74, 1.19, -0.58, -0.33, 0.59, -0.75, 0.47, -0.72, -0.63, -0.49, -0.64, 0.07, 0.52, 0.37, 0.39, 0.36]
}